A single C4H7P molecule at a distorted geometry, computed with wB97M-V/def2-TZVPD.

multiplicity = 1
SMILES string = CC#CCP
frontier orbital gap = 10.6 eV
HOMO = -9.628 eV
LUMO level = 0.03550 Eh
strongest force on any atom = 6.94 eV Å⁻¹
energy above the lowest of the compared OMol25 structures with the same formula, charge and spin = 61.8 kcal/mol

Element x y z (Å)
C: 2.662 0.605 0.216
C: 1.293 0.075 0.236
C: 0.122 -0.175 0.240
C: -1.490 -0.824 0.124
P: -2.583 0.669 0.114
H: 2.755 1.640 0.681
H: 3.222 0.617 -0.725
H: 3.154 -0.164 0.886
H: -1.539 -1.447 -0.675
H: -1.562 -1.268 1.020
H: -3.816 0.040 0.022
H: -2.723 0.814 -1.222

Cartesian forces (eV/Å) of the 6 atoms listed first:
0.734 -0.517 1.930
0.277 1.390 -0.867
-4.186 -2.284 -0.722
4.345 5.415 -0.037
0.204 0.246 1.140
-0.283 -1.396 -0.465

2 unconnected molecules or ions with the total composition C4H8 at a distorted geometry, computed with wB97M-V/def2-TZVPD.

multiplicity = 2
frontier orbital gap (spin up / spin down) = 2.9 / 8.8 eV
HOMO (spin up / spin down) = 1.577 / -4.493 eV
LUMO level (spin up / spin down) = 0.16440 / 0.15960 Eh
strongest force on any atom = 1.79 eV Å⁻¹
<S²> = 0.75
energy above the lowest of the compared OMol25 structures with the same formula, charge and spin = 38.1 kcal/mol
total charge = -1

Element x y z (Å)
C: 2.541 -1.215 0.562
C: 1.856 -0.132 1.098
H: 2.695 -1.272 -0.516
H: 3.240 -1.806 1.203
H: 1.453 0.627 0.418
H: 1.852 0.102 2.133
C: -2.132 1.115 -1.183
C: -2.442 0.128 -0.369
H: -1.176 1.619 -1.204
H: -2.875 1.549 -1.887
H: -1.648 -0.289 0.253
H: -3.364 -0.427 -0.507

Cartesian forces (eV/Å) of the 6 atoms listed first:
0.600 0.813 0.878
0.482 -0.562 -1.634
-0.150 -0.190 0.093
-0.802 0.207 -0.475
-0.024 -0.363 0.411
-0.044 0.083 0.744

2 unconnected molecules or ions with the total composition C4H8 at a distorted geometry, computed with wB97M-V/def2-TZVPD.

multiplicity = 1
frontier orbital gap = 7.0 eV
HOMO = -7.633 eV
LUMO level = -0.02364 Eh
strongest force on any atom = 4.69 eV Å⁻¹
energy above the lowest of the compared OMol25 structures with the same formula, charge and spin = 124.3 kcal/mol

Element x y z (Å)
C: -1.524 0.289 -0.735
C: -0.202 0.731 -0.134
C: 0.601 -0.413 0.207
C: 1.792 -0.506 0.917
H: -1.645 0.757 -1.725
H: -2.436 0.462 -0.161
H: -1.381 -0.784 -0.965
H: 0.321 1.612 -0.513
H: 0.374 -1.371 -0.265
H: 2.221 0.487 0.991
H: -0.466 0.140 1.722
H: 2.345 -1.404 0.661

Cartesian forces (eV/Å) of the 6 atoms listed first:
0.411 0.142 -1.171
-1.831 -1.677 2.578
4.005 -2.093 1.249
-1.755 0.818 -3.139
-0.153 0.124 0.279
0.289 0.003 -0.028

Question: Which of these has the highest multiplicity?
Answer: number 2